A structure of composition C25H26N4PPdS in a non-equilibrium geometry, computed with the ωB97M-V functional and the def2-TZVPD basis.

Structure (XYZ):
```
58
Properties=species:S:1:pos:R:3:forces:R:3:mulliken_charge:R:1
H -0.54032 -5.00123 -5.00463 -0.009 0.006 -0.002 0.450
S 0.10583 1.31386 2.40071 0.260 -0.082 -0.098 -0.416
C -0.87793 -4.01691 -1.77581 -0.393 0.512 -0.200 0.522
H 0.93402 -2.96163 1.93815 0.005 0.017 -0.002 0.606
C 3.21023 3.49151 3.56877 0.007 0.001 0.013 -0.616
C 3.73636 2.07529 3.85902 -0.011 0.005 0.028 -0.545
N 2.68851 1.23271 3.25628 0.098 -0.038 -0.209 -0.057
C -2.38515 -2.56137 1.09912 -0.071 -0.141 -0.021 -0.257
H 2.28274 -3.88423 -1.99436 -0.003 -0.005 0.002 0.592
H 3.00285 0.27571 0.69808 0.005 -0.029 0.037 0.538
C -2.89078 -2.45776 2.36815 0.012 0.023 -0.032 -0.933
H -3.04434 -2.54204 0.23900 -0.001 0.014 0.007 0.665
H -2.11290 -5.01445 -0.27833 0.026 -0.022 0.008 0.404
C -1.69059 -6.00840 -3.48716 0.001 0.001 -0.004 -0.361
H 4.54224 -2.89378 -1.77967 -0.004 0.007 -0.012 0.474
C 3.88516 -1.26756 -0.53633 0.035 -0.030 -0.038 -0.422
C 3.69576 -2.42841 -1.29364 0.012 0.026 0.008 -0.844
H -2.46385 -2.45404 4.48201 0.002 -0.007 0.000 0.493
C -2.13797 -6.02245 -2.16283 -0.020 0.008 0.002 -0.815
C 1.61847 1.96290 2.90423 -0.038 -0.016 0.123 0.516
H -0.02899 -2.71365 4.19951 -0.004 0.026 0.003 0.530
Pd -0.02655 -0.55534 0.80767 -0.798 0.264 -0.084 -0.536
C -1.20648 2.20964 -2.34564 0.002 -0.007 -0.015 -0.154
H 3.81488 1.87767 4.92689 -0.019 -0.007 0.002 0.326
C -2.03633 -2.50931 3.48938 0.020 -0.010 0.012 -0.549
C -0.45967 -3.98409 -3.13019 0.078 -0.043 0.011 -0.391
H 0.15754 -3.17374 -3.49842 0.021 -0.013 0.008 0.523
H -2.77678 -6.82305 -1.81596 -0.013 0.010 -0.004 0.449
H 4.70120 1.88736 3.39555 0.003 0.006 0.005 0.291
C 1.58543 -1.18518 0.00609 0.377 -0.040 0.043 0.615
C -2.41460 1.92270 -1.74945 0.006 0.012 0.010 -0.786
H 2.58538 0.25672 3.47448 -0.033 0.026 0.078 0.226
C -0.98115 -2.71792 0.92058 -0.050 -0.045 -0.093 -0.631
H -0.92861 2.95994 -3.06776 -0.002 0.003 0.006 0.480
H 0.65721 1.23807 -2.13855 0.010 0.029 0.040 0.156
C 2.83517 -0.62972 0.12920 -0.062 0.036 -0.028 -0.672
H -3.95731 -2.34791 2.51427 0.000 0.001 -0.005 0.486
C -2.15197 0.82853 -0.92648 -0.010 -0.013 -0.072 -0.414
C 2.44126 -2.98219 -1.41774 -0.023 -0.063 0.051 -0.642
H 1.43544 4.98231 1.95750 0.004 0.000 0.002 0.332
H 3.15551 4.11542 4.45905 0.008 -0.001 0.002 0.384
H -2.01018 -6.79530 -4.15911 0.021 -0.011 0.004 0.450
H 3.80134 4.01523 2.81708 -0.013 -0.006 -0.017 0.351
H -2.83331 0.29909 -0.27707 0.002 -0.006 0.000 0.493
C -0.67632 -2.64448 3.33609 0.004 -0.018 0.025 -1.080
P -0.28880 -2.83721 -0.67908 0.606 -0.712 0.729 1.944
N -0.30967 1.32817 -1.87406 0.035 -0.048 -0.035 -0.366
C -1.76864 -5.01535 -1.30398 0.014 -0.004 -0.023 -0.269
N -0.87085 0.45755 -1.01563 0.055 -0.087 0.053 0.318
C 1.37545 -2.36538 -0.73174 -0.138 0.298 -0.311 0.575
C 0.97645 4.36248 2.72750 0.009 -0.002 0.000 -0.860
N 1.85571 3.24834 3.04621 -0.028 0.015 0.036 0.030
H 0.82101 4.96488 3.62137 -0.007 -0.006 0.004 0.329
C -0.85644 -4.99551 -3.97066 -0.024 0.007 -0.006 -0.874
C -0.11495 -2.72008 2.05456 0.035 0.164 -0.035 0.743
H 4.87998 -0.84489 -0.46530 0.000 -0.003 0.003 0.489
H -3.35170 2.43049 -1.89479 0.001 -0.002 -0.001 0.438
H 0.02087 3.98600 2.37695 0.002 0.001 -0.010 0.272
```
Positions in Å, forces in eV/Å.

Output
LUMO energy, Ha: -0.435
Energy above the lowest of the compared OMol25 structures with the same formula, charge and spin, eV: 0.000
Energy, hartree: -2053.65870
F_max, eV/Å: 1.19
Total charge: +3
Orbital gap, eV: 4.889